Molecular formula: C15H66BNO29
Method: DFT, ωB97M-V/def2-TZVPD

Each line ends with the Mulliken charge.
Positions of all 112 atoms, in Å:
C  -53.36  -21.90  -7.59  -3.4587
C  -53.44  -20.53  -6.96  0.8996
C  -52.90  -20.50  -5.46  0.4611
C  -52.45  -19.02  -5.09  -0.7279
N  -51.85  -19.02  -3.70  1.3539
C  -52.80  -19.44  -2.60  -1.9001
C  -53.67  -18.22  -2.25  0.2759
C  -52.88  -17.03  -2.92  -1.5412
C  -51.53  -17.58  -3.33  -0.6704
C  -50.53  -19.87  -3.58  -0.3440
C  -49.46  -19.54  -4.64  0.6789
C  -48.04  -19.96  -4.29  -2.0659
H  -53.90  -22.52  -7.06  0.8129
H  -52.46  -22.24  -7.52  1.3410
H  -53.46  -21.83  -8.58  0.6208
H  -54.52  -20.18  -7.17  -0.3169
H  -52.81  -19.78  -7.45  0.2745
H  -52.05  -21.21  -5.50  0.1017
H  -53.79  -20.79  -4.79  -0.1298
H  -53.42  -18.24  -5.40  -0.3991
H  -51.78  -18.60  -5.73  0.2355
H  -52.24  -19.69  -1.63  0.1512
H  -53.25  -20.27  -2.80  1.7383
H  -53.73  -18.17  -1.18  -0.6719
H  -54.66  -18.09  -2.62  0.5284
H  -52.67  -16.31  -2.30  1.0803
H  -53.36  -16.59  -3.84  0.1363
H  -50.75  -17.48  -2.58  0.6181
H  -51.12  -17.20  -4.21  0.4289
H  -50.64  -20.97  -3.48  0.1441
H  -50.06  -19.69  -2.68  0.5475
H  -49.42  -18.48  -4.66  0.1479
H  -49.65  -20.02  -5.65  -0.3217
H  -47.73  -20.94  -4.45  0.3320
H  -47.81  -19.45  -3.44  0.6874
H  -47.41  -19.34  -5.05  0.2964
O  -48.08  -18.33  -7.66  -0.6413
C  -48.90  -17.48  -7.74  0.9792
O  -50.09  -17.75  -7.76  -0.5344
B  -50.84  -16.53  -8.08  1.4763
O  -49.72  -15.55  -8.17  -0.7114
C  -48.64  -16.09  -8.09  0.2004
O  -47.58  -15.65  -8.32  -0.6230
O  -51.76  -16.17  -6.98  -0.4375
C  -52.90  -15.96  -7.45  0.5555
O  -53.81  -16.10  -6.74  -0.5214
C  -52.87  -16.36  -8.83  0.6487
O  -51.73  -16.53  -9.21  -0.5540
O  -53.83  -16.31  -9.63  -0.7295
O  -56.09  -17.10  -7.58  -0.6262
H  -55.81  -17.34  -6.68  0.2740
H  -56.84  -17.65  -7.70  0.3023
O  -55.18  -18.44  -9.99  -0.5673
H  -55.33  -18.17  -9.16  0.1926
H  -55.80  -17.95  -10.40  0.3154
O  -56.11  -19.32  0.01  -0.5737
H  -56.50  -19.62  -0.78  0.2860
H  -56.74  -19.28  0.79  0.2745
O  -46.23  -22.55  -2.38  -0.6556
H  -45.72  -22.58  -3.21  0.3246
H  -46.38  -21.62  -2.18  0.3238
O  -49.91  -17.69  -0.20  -0.5827
H  -49.96  -17.53  0.65  0.2637
H  -49.94  -18.59  -0.46  0.3140
O  -48.20  -23.42  -5.75  -0.5534
H  -47.98  -23.33  -4.88  0.2364
H  -48.91  -24.14  -5.69  0.3292
O  -50.39  -22.42  -9.41  -0.5362
H  -50.72  -21.81  -10.09  0.3077
H  -49.91  -21.95  -8.78  0.2912
O  -52.77  -24.29  -9.61  -0.5728
H  -52.43  -25.17  -9.87  0.2447
H  -52.07  -23.87  -9.21  0.2707
O  -48.73  -20.74  -7.73  -0.7515
H  -48.23  -21.08  -6.83  0.2752
H  -48.74  -19.61  -7.51  0.3673
O  -51.59  -23.53  -4.38  -0.4047
H  -52.25  -23.68  -3.75  0.3480
H  -50.99  -23.42  -3.55  0.1191
O  -49.51  -23.26  -2.71  -0.5934
H  -49.75  -23.98  -2.12  0.2621
H  -48.56  -23.29  -2.33  0.2077
O  -56.84  -17.06  -3.64  -0.5957
H  -56.50  -16.68  -2.84  0.3744
H  -56.31  -16.32  -3.94  0.2781
O  -55.70  -23.01  -9.80  -0.7222
H  -55.67  -23.01  -10.81  0.2571
H  -55.90  -22.16  -9.22  0.4855
O  -49.35  -20.32  -0.06  -0.6064
H  -49.60  -21.23  -0.06  0.2072
H  -48.59  -20.61  0.65  0.3046
O  -56.45  -21.04  -6.35  -0.6473
H  -57.38  -21.32  -6.49  0.2981
H  -56.01  -21.78  -6.69  0.2181
O  -56.01  -15.70  -1.59  -0.6011
H  -56.79  -15.13  -1.26  0.2417
H  -55.35  -15.69  -0.89  0.2835
O  -53.60  -18.12  1.11  -0.6179
H  -54.34  -18.62  0.77  0.2831
H  -53.91  -17.26  0.79  0.2970
O  -56.44  -20.73  -9.23  -0.7259
H  -56.34  -20.69  -8.31  0.3240
H  -55.92  -19.99  -9.42  0.5511
O  -52.15  -22.25  -11.66  -0.6960
H  -52.79  -21.63  -12.18  0.3391
H  -52.73  -22.62  -10.96  0.3024
O  -56.36  -23.70  -5.43  -0.6374
H  -55.86  -23.13  -4.68  0.3360
H  -55.63  -24.26  -5.60  0.2906
O  -52.16  -22.42  -0.79  -0.5628
H  -52.93  -21.98  -0.16  0.3267
H  -51.51  -22.83  -0.36  0.2492

## Properties
total charge	0
E_HOMO	-9.208	eV
LUMO level	-1.343	eV